{"formula": "C4H8O", "method": "the ωB97M-V functional and the def2-TZVPD basis", "e_above_lowest_ev": 3.578, "molar_mass_da": 72.11, "fmax_ha_per_bohr": 0.169, "total_charge": 0, "lumo_energy_ev": 0.98, "homo_energy_ev": -10.3035, "smiles": "CC1(C)CO1", "gap_ha": 0.4148, "energy_ha": -232.3141, "symbols": ["C", "C", "C", "C", "H", "H", "H", "H", "H", "H", "H", "H", "O"], "xyz": [[-1.29239, -0.22212, 0.84328], [-0.06785, -0.17324, -0.10056], [-0.40363, 0.54085, -1.46749], [1.07631, -0.80012, 0.17392], [-2.26156, -0.95353, 0.72000], [-1.59617, 0.92879, 0.77341], [-0.68146, -0.37913, 1.78624], [-0.70638, 1.51071, -1.02710], [0.44791, 0.63427, -2.08176], [-1.01800, 0.35811, -2.33099], [1.98539, -0.77849, -0.68250], [1.15615, -1.72925, 0.84643], [0.84993, 0.54203, 0.66267]], "forces_ev_per_a": [[-0.9, 0.4, 0.3], [-7.7, 2.4, -3.2], [0.6, 1.1, 1.7], [7.5, -3.6, -0.7], [2.7, 1.8, 0.0], [0.1, -2.6, 0.6], [-1.8, 0.0, -0.4], [0.3, 0.0, -0.9], [2.0, 0.7, 0.1], [-1.7, -1.4, 0.7], [-2.6, -0.3, 2.3], [-0.1, 1.8, -0.6], [1.7, -0.2, 0.1]], "nbo_charge": [-0.629, 0.172, -0.658, -0.106, 0.223, 0.217, 0.226, 0.214, 0.213, 0.236, 0.186, 0.199, -0.494]}